Computed, not measured: 9 unconnected molecules or ions with the total composition C20H60N14O11 in a non-equilibrium geometry, with ωB97M-V/def2-TZVPD.

Values from the calculation:
2S+1   1
LUMO   0.214 eV
SMILES   COCCNCCOC.COCCNCCOC.NC(N)=O.NC(N)=O.NC(N)=O.NC(N)=O.NC(N)=O.NC(N)=O.CCO
Charge   0
E_HOMO   -8.45 eV
Kohn-Sham gap   8.67 eV

Last column: Löwdin charge in e.
Cartesian coordinates (Å):
C (1.873, 1.650, 2.375)  -0.693
O (1.748, 0.482, 1.949)  -0.036
N (1.935, 2.693, 1.555)  0.192
N (2.179, 1.832, 3.633)  0.193
H (2.203, 3.572, 1.965)  0.108
H (1.383, 2.681, 0.713)  0.100
H (2.315, 0.894, 3.993)  0.135
H (2.153, 2.750, 4.038)  0.116
C (-3.236, 1.491, -3.947)  -0.751
O (-4.134, 2.012, -4.623)  -0.015
N (-3.212, 0.191, -3.662)  0.152
N (-2.244, 2.206, -3.443)  0.167
H (-2.646, -0.212, -2.915)  0.032
H (-4.173, -0.124, -3.686)  0.105
H (-2.414, 3.143, -3.782)  0.111
H (-1.459, 1.879, -2.909)  0.093
C (0.756, -1.700, -4.646)  -0.685
O (1.812, -1.102, -4.425)  -0.001
N (0.173, -2.484, -3.706)  0.166
N (0.104, -1.701, -5.824)  0.165
H (0.707, -2.701, -2.883)  0.063
H (-0.609, -3.061, -3.964)  0.104
H (0.514, -1.215, -6.601)  0.115
H (-0.774, -2.159, -5.657)  0.097
C (1.513, -4.441, -0.704)  -0.675
O (0.328, -4.199, -0.934)  -0.009
N (2.131, -4.010, 0.394)  0.174
N (2.400, -4.925, -1.634)  0.157
H (1.669, -3.326, 0.977)  0.095
H (3.128, -3.903, 0.312)  0.101
H (2.004, -4.814, -2.554)  0.100
H (3.360, -5.135, -1.438)  0.099
C (-0.747, -0.347, -0.824)  -0.633
O (-1.776, -0.429, -1.504)  -0.017
N (0.165, -1.305, -0.634)  0.172
N (-0.389, 0.779, -0.141)  0.181
H (-0.088, -2.205, -1.019)  0.064
H (0.993, -1.131, -0.095)  0.087
H (-0.962, 1.617, -0.221)  0.047
H (0.515, 0.733, 0.303)  0.048
C (-0.346, -2.081, 3.353)  -0.691
O (0.243, -1.593, 4.332)  -0.018
N (-1.076, -3.207, 3.522)  0.159
N (-0.199, -1.622, 2.099)  0.170
H (-1.175, -3.485, 4.483)  0.104
H (-1.833, -3.307, 2.861)  0.073
H (-0.818, -1.925, 1.366)  0.081
H (0.283, -0.735, 2.028)  0.048
C (-2.847, 2.799, 1.845)  -0.080
C (-2.967, 3.376, 0.448)  -0.244
O (-1.671, 3.157, -0.189)  -0.138
H (-2.006, 3.254, 2.368)  0.076
H (-2.611, 1.734, 1.883)  0.068
H (-3.807, 2.939, 2.343)  0.071
H (-3.159, 4.448, 0.466)  0.115
H (-3.709, 2.827, -0.133)  0.114
H (-1.463, 3.906, -0.754)  0.090
C (-8.675, 2.042, 3.896)  -0.120
O (-7.302, 2.209, 4.155)  -0.199
C (-6.737, 1.343, 5.172)  -0.215
C (-5.464, 0.725, 4.687)  -0.208
N (-5.759, -0.097, 3.508)  -0.062
C (-4.678, -0.980, 3.264)  -0.239
C (-4.784, -1.653, 1.873)  -0.179
O (-3.621, -2.459, 1.610)  -0.225
C (-3.556, -2.917, 0.277)  -0.112
H (-8.715, 1.198, 3.196)  0.081
H (-8.963, 2.897, 3.286)  0.087
H (-9.342, 1.795, 4.723)  0.086
H (-7.408, 0.702, 5.746)  0.124
H (-6.454, 2.020, 5.987)  0.115
H (-5.081, 0.169, 5.544)  0.127
H (-4.733, 1.468, 4.354)  0.114
H (-6.136, 0.492, 2.781)  0.112
H (-4.659, -1.740, 4.052)  0.121
H (-3.653, -0.602, 3.385)  0.114
H (-4.819, -0.853, 1.126)  0.119
H (-5.678, -2.264, 1.730)  0.123
H (-2.928, -3.798, 0.158)  0.092
H (-3.440, -2.094, -0.431)  0.075
H (-4.537, -3.300, -0.036)  0.081
C (9.463, -0.217, -0.463)  -0.139
O (9.381, 0.940, -1.224)  -0.180
C (8.585, 0.803, -2.388)  -0.235
C (7.898, 2.071, -2.767)  -0.188
N (6.523, 2.229, -2.210)  -0.049
C (5.495, 1.802, -3.148)  -0.238
C (4.094, 1.858, -2.567)  -0.207
O (3.957, 0.950, -1.473)  -0.226
C (3.833, -0.444, -1.756)  -0.092
H (9.877, 0.121, 0.489)  0.088
H (10.142, -0.974, -0.864)  0.088
H (8.476, -0.609, -0.201)  0.086
H (7.811, 0.039, -2.267)  0.119
H (9.287, 0.491, -3.167)  0.124
H (7.920, 2.012, -3.857)  0.115
H (8.358, 3.021, -2.495)  0.117
H (6.392, 1.829, -1.292)  0.108
H (5.698, 0.775, -3.478)  0.104
H (5.400, 2.334, -4.098)  0.120
H (3.326, 1.678, -3.324)  0.120
H (3.882, 2.809, -2.076)  0.120
H (3.507, -0.886, -0.816)  0.076
H (4.741, -0.787, -2.256)  0.077
H (3.042, -0.607, -2.493)  0.054